Record 1
# C49H32BrN4OP2S4W

A structure of composition C49H32BrN4OP2S4W at a distorted geometry (ωB97M-V/def2-TZVPD, OMol25).

XYZ file:
```
94
Properties=species:S:1:pos:R:3:lowdin_charge:R:1
W 0.685 0.434 0.741 1.109
Br -0.522 -6.185 -2.280 0.780
C 0.128 -5.226 -0.770 -0.696
C -0.883 -4.724 0.135 -0.126
C -0.795 -3.543 0.748 -0.019
C 0.236 -2.500 0.488 -0.579
O -0.051 -1.331 1.074 -0.443
C 1.755 -2.878 0.636 -0.305
C 2.461 -2.172 1.711 0.008
N 2.310 -0.898 1.897 -0.022
C 3.176 -0.211 2.758 -0.200
C 4.407 -0.667 3.196 0.021
C 5.176 0.081 4.094 -0.039
C 4.712 1.275 4.575 -0.004
C 3.486 1.802 4.120 -0.132
C 2.969 3.030 4.577 0.032
C 1.771 3.465 4.074 -0.009
C 1.130 2.718 3.081 -0.207
N 1.585 1.567 2.601 -0.073
C 2.732 1.079 3.156 -0.143
C 1.440 -5.059 -0.605 -0.099
H -1.763 -5.336 0.276 0.113
H -1.572 -3.210 1.419 0.125
H 3.218 -2.742 2.257 0.149
H 4.811 -1.603 2.843 0.116
H 6.135 -0.299 4.414 0.120
H 5.282 1.845 5.291 0.124
H 3.511 3.600 5.318 0.131
H 1.320 4.385 4.408 0.120
H 0.205 3.097 2.665 0.031
H 2.126 -5.442 -1.346 0.127
S 0.399 2.984 0.149 0.379
P -0.529 1.967 -1.363 0.498
C -0.909 0.371 -0.738 -0.653
P -2.147 0.520 0.522 0.530
S -1.312 0.844 2.370 0.418
C -3.181 -0.965 0.587 -0.366
C -3.205 -1.887 -0.453 -0.099
C -4.141 -2.909 -0.425 -0.070
C -5.044 -2.999 0.625 -0.061
C -5.004 -2.082 1.666 -0.059
C -4.068 -1.065 1.655 -0.088
C -3.348 1.848 0.268 -0.359
C -4.473 1.629 -0.516 -0.081
C -5.326 2.684 -0.774 -0.065
C -5.052 3.945 -0.269 -0.056
C -3.931 4.155 0.518 -0.061
C -3.077 3.105 0.789 -0.130
C 0.618 1.726 -2.745 -0.412
C 1.513 2.739 -3.077 -0.110
C 2.354 2.569 -4.161 -0.064
C 2.293 1.403 -4.908 -0.065
C 1.375 0.413 -4.594 -0.064
C 0.526 0.573 -3.516 -0.120
C -1.773 3.058 -2.112 -0.339
C -2.743 2.530 -2.956 -0.082
C -3.592 3.391 -3.629 -0.069
C -3.459 4.763 -3.477 -0.067
C -2.486 5.282 -2.639 -0.066
C -1.645 4.430 -1.950 -0.107
H -2.507 -1.787 -1.276 0.097
H -4.173 -3.621 -1.236 0.112
H -5.790 -3.781 0.626 0.110
H -5.710 -2.147 2.481 0.111
H -4.020 -0.337 2.458 0.101
H -4.674 0.641 -0.905 0.114
H -6.208 2.518 -1.372 0.114
H -5.719 4.764 -0.481 0.113
H -3.717 5.131 0.922 0.114
H -2.210 3.252 1.418 0.052
H 1.560 3.635 -2.471 0.095
H 3.059 3.344 -4.427 0.111
H 2.961 1.267 -5.745 0.109
H 1.315 -0.482 -5.196 0.110
H -0.200 -0.187 -3.260 0.069
H -2.829 1.459 -3.078 0.116
H -4.351 2.995 -4.289 0.113
H -4.109 5.429 -4.022 0.110
H -2.370 6.349 -2.531 0.111
H -0.888 4.814 -1.282 0.073
S 2.518 0.599 -0.522 0.430
C 3.360 -2.496 -1.179 0.008
C 4.532 -3.018 -0.854 -0.014
C 4.556 -4.240 -0.078 -0.158
C 5.849 -4.771 0.171 -0.184
N 6.912 -5.140 0.379 0.215
C 3.513 -4.756 0.649 -0.134
C 2.038 -4.400 0.615 -0.169
C 2.124 -2.407 -0.789 -0.552
S 0.512 -2.179 -1.410 1.055
C 3.805 -5.813 1.539 -0.185
N 4.015 -6.658 2.287 0.217
H 5.473 -2.526 -1.053 0.122
H 1.560 -4.828 1.510 0.172
```

Calculated values
- lowest unoccupied orbital energy (spin up / spin down) (Ha) = -0.1576 / -0.1576
- calculated total energy (Ha) = -7096.982582
- frontier orbital gap (spin up / spin down) (eV) = 6.20 / 6.20
- E_HOMO (spin up / spin down) (eV) = -10.489 / -10.489
- total charge = +1
- max |F| (eV Å⁻¹) = 3.2

Record 2
# C14H28Br14

A cluster of 7 separate species, C14H28Br14 in total (ωB97M-V/def2-TZVPD, OMol25).

XYZ file:
```
56
Properties=species:S:1:pos:R:3:lowdin_charge:R:1
Br -2.186 -1.006 4.531 0.645
C -2.495 -2.512 3.357 -0.729
C -3.666 -2.222 2.463 -0.714
Br -3.734 -3.628 1.124 0.621
H -2.651 -3.390 3.973 0.060
H -1.593 -2.626 2.772 0.002
H -3.525 -1.300 1.908 -0.015
H -4.611 -2.222 2.992 0.060
Br -0.391 3.287 -0.999 0.660
C 0.936 3.589 -2.382 -0.709
C 0.636 4.917 -3.025 -0.731
Br 1.939 5.261 -4.410 0.638
H 0.849 2.762 -3.076 0.039
H 1.911 3.651 -1.910 0.013
H 0.690 5.710 -2.283 0.055
H -0.347 4.969 -3.483 0.052
Br 2.140 -1.065 1.687 0.741
C 0.273 -1.090 1.192 -0.674
C 0.035 0.081 0.270 -0.718
Br -1.828 0.122 -0.327 0.651
H -0.334 -0.993 2.090 0.021
H 0.037 -2.038 0.714 0.051
H 0.607 0.014 -0.647 -0.015
H 0.197 1.039 0.751 0.000
Br 0.785 -1.826 -2.797 0.686
C 1.835 -0.842 -4.066 -0.698
C 3.290 -0.724 -3.667 -0.687
Br 3.614 0.816 -2.541 0.644
H 1.362 0.130 -4.160 0.038
H 1.769 -1.341 -5.030 0.063
H 3.918 -0.593 -4.543 0.057
H 3.618 -1.611 -3.135 0.048
Br -6.591 2.599 -1.846 0.630
C -4.757 2.407 -1.309 -0.739
C -4.551 2.498 0.179 -0.713
Br -5.515 1.144 1.195 0.605
H -4.165 3.194 -1.779 0.060
H -4.367 1.472 -1.705 0.039
H -4.870 3.454 0.582 0.056
H -3.505 2.338 0.429 -0.004
Br 0.867 -5.130 2.534 0.628
C 1.957 -4.815 0.953 -0.720
C 1.454 -5.674 -0.183 -0.672
Br 2.845 -5.781 -1.570 0.589
H 2.978 -5.037 1.252 0.048
H 1.971 -3.754 0.716 -0.005
H 0.590 -5.231 -0.664 0.054
H 1.326 -6.707 0.109 0.041
Br 2.526 1.137 4.984 0.643
C 2.043 2.127 3.405 -0.745
C 3.252 2.294 2.535 -0.743
Br 2.838 3.417 1.029 0.657
H 1.625 3.070 3.744 0.055
H 1.250 1.589 2.892 0.022
H 3.606 1.345 2.137 0.005
H 4.115 2.723 3.037 0.054
```

Calculated values
- lowest unoccupied orbital energy (Ha) = 0.0071
- calculated total energy (Ha) = -36586.464255
- frontier orbital gap (eV) = 10.22
- relative energy (zero: lowest compared OMol25 entry of this formula, charge and spin) (kcal/mol) = 3.37
- SMILES = BrCCBr.BrCCBr.BrCCBr.BrCCBr.BrCCBr.BrCCBr.BrCCBr
- E_HOMO (eV) = -10.029
- max |F| (eV Å⁻¹) = 0.8

Record 3
# C20H17FN7OSn

A structure of composition C20H17FN7OSn (ωB97M-V/def2-TZVPD, OMol25).

XYZ file:
```
47
Properties=species:S:1:pos:R:3:lowdin_charge:R:1
Sn -1.153 -0.940 0.497 1.441
C -4.470 3.004 0.559 -0.049
C -3.666 2.029 -0.053 -0.085
N -2.350 2.091 -0.017 0.080
C -1.809 3.145 0.611 -0.212
C -2.612 4.089 1.247 -0.048
N -3.937 4.012 1.223 0.126
C -0.337 3.275 0.592 -0.146
C 0.235 4.579 0.684 0.122
C 1.606 4.743 0.630 -0.121
C 2.381 3.599 0.489 0.113
C 1.743 2.334 0.391 -0.150
N 0.406 2.196 0.447 0.180
C 2.534 1.137 0.203 -0.134
C 3.962 1.164 0.262 0.020
N 4.700 0.095 0.032 0.148
C 4.061 -1.029 -0.221 0.030
C 2.628 -1.100 -0.187 -0.021
N 1.891 -0.037 0.002 0.118
C 2.225 6.100 0.708 -0.117
C 1.740 7.132 -0.097 0.065
C 2.321 8.394 -0.013 0.026
N 3.294 8.480 0.853 0.285
C 3.838 7.611 1.661 0.024
C 3.281 6.337 1.591 0.062
H -5.550 2.953 0.505 0.131
H -4.120 1.196 -0.578 0.120
H -2.196 4.912 1.817 0.124
H -0.415 5.438 0.787 0.134
H 3.455 3.689 0.420 0.125
H 4.509 2.055 0.537 0.127
H 4.650 -1.903 -0.477 0.146
H 2.119 -2.043 -0.347 0.110
H 0.941 6.985 -0.812 0.149
H 2.038 9.260 -0.603 0.174
H 4.644 7.912 2.323 0.173
H 3.666 5.575 2.255 0.147
C -2.515 -4.017 -1.547 0.035
C -3.000 -3.509 -0.234 -0.499
N -3.714 -4.286 0.544 0.255
O -2.733 -2.323 0.140 -0.287
H -2.966 -4.967 -1.823 0.102
H -1.433 -4.143 -1.475 0.102
H -2.724 -3.277 -2.317 0.108
H -3.968 -5.220 0.260 0.148
H -4.046 -3.953 1.438 0.150
F 0.056 -2.436 0.175 -0.532
```

Calculated values
- lowest unoccupied orbital energy (spin up / spin down) (Ha) = -0.4697 / -0.4455
- calculated total energy (Ha) = -1544.010537
- frontier orbital gap (spin up / spin down) (eV) = 4.40 / 5.08
- relative energy (zero: lowest compared OMol25 entry of this formula, charge and spin) (kcal/mol) = 10.34
- E_HOMO (spin up / spin down) (eV) = -17.185 / -17.198
- total charge = +3
- max |F| (eV Å⁻¹) = 0.3

Record 4
# C25H45F2GaN5O2

A structure of composition C25H45F2GaN5O2 at a distorted geometry (ωB97M-V/def2-TZVPD, OMol25).

XYZ file:
```
80
Properties=species:S:1:pos:R:3:lowdin_charge:R:1
C 0.493 -2.271 1.971 -0.142
C 1.843 -1.504 1.578 -0.286
C 1.776 -0.667 0.210 -0.307
C 0.285 -0.218 -0.225 -0.289
Ga -0.277 1.357 0.972 0.469
C 0.387 3.132 0.061 -0.377
O 0.955 3.108 -1.072 -0.053
N 0.169 4.397 0.838 0.081
C 1.233 4.668 1.776 -0.417
O 1.011 4.906 2.975 0.056
F 2.557 4.659 1.226 0.020
C -2.312 1.586 1.222 -0.350
F -2.504 2.129 2.584 -0.202
C -3.173 0.245 1.079 -0.234
C -4.559 0.572 0.295 -0.176
H 0.641 -3.028 2.808 0.066
H 0.090 -2.759 1.020 0.023
H -0.277 -1.484 2.310 0.070
H 2.652 -2.323 1.447 0.074
H 2.230 -0.838 2.434 0.091
H 2.392 0.295 0.386 0.090
H 2.313 -1.192 -0.671 0.090
H -0.458 -1.080 -0.287 0.023
H 0.396 0.197 -1.300 0.051
H 0.451 1.186 2.410 -0.021
H -0.758 4.430 1.287 0.126
H -2.723 2.364 0.486 0.081
H -2.626 -0.617 0.570 0.078
H -3.496 -0.050 2.148 0.110
H -4.322 0.755 -0.824 0.011
H -5.343 -0.262 0.431 0.065
H -5.042 1.551 0.661 0.068
C 6.125 -4.600 1.475 -0.113
C 5.374 -4.289 2.764 -0.265
C 4.517 -5.456 3.258 -0.194
C 3.428 -5.778 2.331 -0.231
N 2.576 -6.033 1.603 0.148
H 5.437 -4.797 0.649 0.073
H 6.750 -3.751 1.190 0.073
H 6.773 -5.472 1.600 0.072
H 4.751 -3.402 2.613 0.104
H 6.103 -4.037 3.541 0.108
H 4.089 -5.194 4.231 0.118
H 5.144 -6.339 3.417 0.117
C -2.447 -6.591 -1.929 -0.118
C -1.238 -5.711 -2.223 -0.270
C -0.520 -5.233 -0.961 -0.187
C -1.356 -4.349 -0.144 -0.232
N -2.012 -3.657 0.498 0.175
H -3.214 -6.044 -1.374 0.072
H -2.897 -6.937 -2.863 0.067
H -2.160 -7.469 -1.345 0.073
H -1.555 -4.853 -2.825 0.113
H -0.531 -6.284 -2.832 0.105
H 0.386 -4.693 -1.252 0.120
H -0.197 -6.093 -0.366 0.116
C 3.869 8.500 -0.964 -0.113
C 4.503 7.409 -0.110 -0.264
C 4.570 7.769 1.375 -0.193
C 5.448 8.915 1.631 -0.240
N 6.132 9.819 1.832 0.127
H 4.457 9.422 -0.938 0.068
H 3.809 8.175 -2.006 0.071
H 2.856 8.728 -0.621 0.077
H 5.506 7.190 -0.491 0.111
H 3.913 6.494 -0.221 0.101
H 4.943 6.905 1.932 0.120
H 3.565 7.978 1.754 0.123
C -7.951 0.837 -3.070 -0.110
C -7.004 1.122 -4.229 -0.270
C -5.979 0.011 -4.456 -0.192
C -5.056 -0.133 -3.325 -0.187
N -4.336 -0.251 -2.435 0.167
H -7.413 0.770 -2.121 0.073
H -8.687 1.640 -2.978 0.071
H -8.491 -0.101 -3.227 0.075
H -6.495 2.075 -4.052 0.114
H -7.597 1.243 -5.142 0.104
H -5.402 0.239 -5.357 0.116
H -6.491 -0.938 -4.641 0.118
```

Calculated values
- lowest unoccupied orbital energy (Ha) = 0.0834
- calculated total energy (Ha) = -3528.276572
- frontier orbital gap (eV) = 7.15
- relative energy (zero: lowest compared OMol25 entry of this formula, charge and spin) (kcal/mol) = 0.00
- E_HOMO (eV) = -4.877
- total charge = -1
- max |F| (eV Å⁻¹) = 4.8